# C31H25AsHgN

C31H25AsHgN as an isolated structure (ωB97M-V/def2-TZVPD, the OMol25 dataset).

Properties
⟨S²⟩: 0.764
Energy: -99054.8059 eV
LUMO level (alpha / beta): 0.010 / -0.014 Eh
Multiplicity: 2
HOMO energy (alpha / beta): -8.158 / -8.185 eV

Element x y z (Å)
Hg: -2.33397 -0.04532 -3.00801
C: -0.90939 -0.82808 5.17009
C: -1.13081 0.49717 4.81241
C: -1.32742 0.83592 3.48239
C: -1.30101 -0.14352 2.49142
C: -1.09042 -1.46798 2.86028
C: -0.89294 -1.81134 4.19363
As: -1.53412 0.22096 0.57976
C: -0.13077 1.56521 0.34172
C: -0.16777 2.84230 0.89784
C: 0.89242 3.71852 0.71938
C: 2.00236 3.32924 -0.02104
C: 2.04304 2.06570 -0.59025
C: 0.97699 1.19177 -0.41231
C: -3.08433 1.40392 0.68224
C: -4.09869 1.16200 1.60508
C: -5.25546 1.92947 1.59947
C: -5.41558 2.94279 0.66459
C: -4.41523 3.18226 -0.26688
C: -3.25811 2.41516 -0.25993
H: -0.75674 -1.09081 6.20981
H: -1.15217 1.26742 5.57364
H: -1.51364 1.86972 3.21891
H: -1.08482 -2.23845 2.09831
H: -0.73122 -2.84700 4.46746
H: -1.03626 3.16487 1.45916
H: 0.85141 4.70927 1.15523
H: 2.82959 4.01429 -0.15854
H: 2.90143 1.75734 -1.17496
H: 1.00322 0.20973 -0.87079
H: -3.98500 0.37603 2.34253
H: -6.03307 1.73382 2.32757
H: -6.31735 3.54229 0.66102
H: -4.53414 3.96734 -1.00311
H: -2.48474 2.61207 -0.99288
N: 0.57238 -1.07267 -3.91796
C: 1.34928 -1.53852 -3.04903
C: 2.80532 -1.18558 -3.11314
C: 3.78004 -2.14991 -2.86948
C: 5.12216 -1.81918 -2.97137
C: 5.49670 -0.52469 -3.30832
C: 4.52690 0.43752 -3.55047
C: 3.18213 0.10883 -3.45743
C: 0.83312 -2.42385 -1.95673
C: -0.33111 -3.16117 -2.15951
C: -0.85048 -3.93474 -1.13436
C: -0.20903 -3.98194 0.09657
C: 0.95426 -3.25329 0.30117
C: 1.47264 -2.47179 -0.72076
H: 3.48391 -3.15757 -2.60524
H: 5.87799 -2.57173 -2.78679
H: 6.54592 -0.26713 -3.38136
H: 4.81764 1.44728 -3.81205
H: 2.41532 0.85113 -3.64187
H: -0.82225 -3.11954 -3.12317
H: -1.75828 -4.50260 -1.29642
H: -0.61561 -4.58982 0.89563
H: 1.45299 -3.28003 1.26216
H: 2.37281 -1.89313 -0.55531

Atoms 1-6, force components in eV/Å:
0.0 0.0 0.0
0.0 0.0 0.0
0.0 0.0 0.0
0.0 0.0 0.0
0.0 0.0 0.0
0.0 0.0 0.0

Results of the Löwdin charge analysis, in e, for atoms 1 through 2: number 1, Hg, carries 0.28; number 2, C, carries -0.09

---

# C31H30AsN18ORbS2

C31H30AsN18ORbS2 as an isolated structure (ωB97M-V/def2-TZVPD, the OMol25 dataset).

Properties
Total charge: -2
Energy: -144668.3019 eV
LUMO level: 0.112 Eh
HOMO energy: -2.267 eV
Relative energy (zero: lowest compared OMol25 entry of this formula, charge and spin): 1.8 kcal per mole

Element x y z (Å)
Rb: 0.68072 -0.03245 0.81415
C: -5.25202 0.12937 4.18174
S: -3.76816 0.44625 5.14254
C: -2.59024 1.10682 3.94543
S: -2.93922 1.17715 2.28856
N: -1.52634 1.40953 4.63180
N: -0.46016 1.85335 3.84746
C: 0.66666 1.62052 4.38846
C: 1.94161 1.99193 3.75509
C: 3.12933 1.65868 4.39809
C: 4.33617 1.93896 3.77351
C: 4.31694 2.55317 2.53830
C: 3.07880 2.84530 1.97165
N: 1.91430 2.57466 2.54635
H: -5.83544 -0.61233 4.72902
H: -4.96487 -0.25765 3.20476
H: -5.84830 1.02993 4.03811
H: 0.72298 1.10269 5.34953
H: 3.09474 1.15415 5.35535
H: 5.27346 1.64896 4.23278
H: 5.21639 2.74107 1.96874
H: 3.04028 3.27120 0.97604
C: 1.03170 -3.69568 -1.93958
C: 1.51453 -2.45288 -1.53426
N: 0.98438 -1.33059 -1.98963
C: -0.04795 -1.44337 -2.82078
C: -0.52215 -2.68508 -3.22090
N: 0.02338 -3.82146 -2.79089
C: -0.68985 -0.16527 -3.22994
C: -1.27558 0.00048 -4.47992
C: -1.86787 1.22100 -4.78588
C: -1.84080 2.21678 -3.81750
C: -1.21879 1.96921 -2.59403
N: -0.66108 0.79771 -2.31770
C: -1.17572 2.98759 -1.50398
C: -1.53348 4.31785 -1.69605
N: -1.52387 5.20522 -0.70457
C: -1.16395 4.74792 0.48701
C: -0.78988 3.42130 0.69447
N: -0.77944 2.55810 -0.30873
C: -2.50434 1.45022 -6.10223
C: -3.06634 0.40793 -6.83647
C: -3.64714 0.67215 -8.06521
N: -3.70990 1.88158 -8.61704
C: -3.17120 2.87601 -7.91524
C: -2.56947 2.71728 -6.67842
H: 1.47439 -4.60392 -1.54709
H: 2.31095 -2.36138 -0.80216
H: -1.38035 -2.76714 -3.87954
H: -1.21949 -0.79843 -5.20653
H: -2.33562 3.16089 -3.99150
H: -1.82396 4.69151 -2.67095
H: -1.16232 5.44768 1.31428
H: -0.50556 3.05405 1.67558
H: -3.08186 -0.60288 -6.45243
H: -4.09083 -0.13830 -8.63406
H: -3.21491 3.86106 -8.36794
H: -2.13098 3.57693 -6.19051
N: 4.99003 -1.01133 1.40612
C: 4.02450 -1.83474 1.93918
N: 4.30572 -2.73074 2.89090
N: 3.13983 -3.35463 3.10393
N: 2.23067 -2.85268 2.32707
N: 2.75288 -1.87688 1.56062
C: 4.81383 0.08268 0.57176
N: 5.86589 0.81001 0.19903
N: 5.33187 1.76873 -0.58104
N: 4.04880 1.61110 -0.65773
N: 3.66797 0.53809 0.07311
H: 5.90371 -1.09354 1.81404
C: -0.14715 -3.13196 3.97289
As: -0.32616 -3.60652 2.10662
C: 0.61122 -5.23065 1.62281
C: -2.14856 -4.32643 2.14014
O: -0.39503 -2.40545 0.98689
H: 0.29749 -3.96655 4.51389
H: -1.14419 -2.90574 4.34934
H: 0.50689 -2.27159 4.05859
H: 0.52531 -5.93592 2.45052
H: 1.65509 -5.02749 1.41605
H: 0.09164 -5.63146 0.75162
H: -2.24062 -5.12020 2.88583
H: -2.40123 -4.71449 1.15392
H: -2.82265 -3.50698 2.38679

Atoms 1-6, force components in eV/Å:
0.1 0.8 -0.1
0.0 0.0 -0.1
-0.1 0.0 0.1
-0.2 0.0 0.0
0.0 0.0 0.0
0.5 0.0 -0.4

Results of the Löwdin charge analysis, in e, for atoms 1 through 2: number 1, Rb, carries 0.63; number 2, C, carries -0.50

---

# C24H22N4O5S

One molecule with the formula C24H22N4O5S in a non-equilibrium geometry (ωB97M-V/def2-TZVPD, the OMol25 dataset).

Properties
Energy: -52277.9423 eV
LUMO level: -0.035 Eh
HOMO energy: -9.602 eV
Relative energy (zero: lowest compared OMol25 entry of this formula, charge and spin): 72.3 kcal per mole

Element x y z (Å)
C: 2.06887 -4.14245 -1.74022
N: 2.12696 -3.67889 -3.10862
S: 2.74182 -2.11610 -3.21607
O: 3.02987 -1.84169 -4.59255
O: 3.77504 -1.87659 -2.24701
C: 1.31180 -1.13482 -2.74886
C: 0.03794 -1.55323 -3.08073
C: -1.04566 -0.77233 -2.72248
C: -0.84855 0.41938 -2.02578
C: 0.44468 0.85381 -1.74668
C: 1.52577 0.07318 -2.11273
H: 2.53926 0.37234 -1.89814
H: 0.59970 1.80535 -1.26301
C: -2.03182 1.15693 -1.54739
C: -2.17834 1.55889 -0.24900
C: -3.45092 2.03921 0.23089
O: -4.43053 2.29669 -0.45770
C: -3.35449 2.08763 1.74662
O: -4.19432 2.43706 2.54291
N: -2.11701 1.62550 2.05328
C: -1.60871 1.57052 3.40534
C: -0.60014 2.66300 3.63756
C: -0.99979 3.99527 3.67997
C: -0.04005 4.97874 3.84564
C: 1.28831 4.59016 3.95228
N: 1.67819 3.32837 3.91094
C: 0.75785 2.39306 3.76094
H: 1.12394 1.37339 3.74233
H: 2.07851 5.31856 4.07548
H: -0.31462 6.02097 3.88942
H: -2.04673 4.24656 3.58601
H: -2.47414 1.70313 4.06145
H: -1.15982 0.58778 3.58328
C: -1.24946 1.35992 0.92049
C: -0.66099 -0.03134 0.95980
C: 0.70876 -0.23210 1.06961
C: 1.19680 -1.52790 1.00000
N: 0.42043 -2.58596 0.84558
C: -0.88692 -2.39816 0.78744
C: -1.48024 -1.14787 0.84087
H: -2.55228 -1.04037 0.77657
H: -1.48319 -3.29432 0.68185
H: 2.25812 -1.72752 1.05440
H: 1.38401 0.60112 1.18780
H: -0.42800 2.09361 0.92010
O: -3.00567 1.31724 -2.42535
H: -3.78568 1.74326 -1.97335
H: -2.05104 -1.08432 -2.95948
H: -0.09001 -2.48750 -3.60256
C: 2.72714 -4.61659 -4.03383
H: 3.69528 -4.98528 -3.67823
H: 2.86826 -4.09744 -4.97838
H: 2.05004 -5.45959 -4.17455
H: 1.52902 -3.41216 -1.14085
H: 1.53392 -5.09053 -1.71014
H: 3.06885 -4.27554 -1.31517

Atoms 1-6, force components in eV/Å:
0.0 0.0 0.5
0.3 1.1 -0.1
-0.4 -0.1 -0.1
-0.1 -0.2 -0.2
-0.2 -0.1 0.2
0.4 -0.3 0.0

Results of the Löwdin charge analysis, in e, for atoms 1 through 2: number 1, C, carries -0.10; number 2, N, carries -0.35

---

# C50H70CsGeN7OP3S

C50H70CsGeN7OP3S as an isolated structure (ωB97M-V/def2-TZVPD, the OMol25 dataset).

Properties
⟨S²⟩: 0.754
Energy: -161231.6926 eV
LUMO level (alpha / beta): 0.002 / -0.027 Eh
Multiplicity: 2
HOMO energy (alpha / beta): -6.619 / -6.618 eV
Relative energy (zero: lowest compared OMol25 entry of this formula, charge and spin): 12.9 kcal per mole

Element x y z (Å)
Cs: 0.43340 1.55588 0.31492
C: -0.60432 -0.08115 -5.76240
C: -0.09048 -0.91717 -4.59047
C: -1.17877 -1.89969 -4.15460
P: 0.42356 0.18182 -3.17603
C: 1.58782 -0.87023 -2.21566
N: 0.92616 -2.03509 -1.63193
Ge: -0.14713 -1.92636 -0.01297
N: -2.03046 -2.34531 0.37034
C: -3.02676 -1.35541 0.78301
P: -2.71491 0.36396 0.18096
C: -3.05453 0.27067 -1.63649
C: -3.13982 1.69449 -2.19075
C: -4.19398 -0.59843 -2.15715
C: -4.12111 1.32664 0.93475
C: -5.52533 0.72792 0.86182
C: -3.76773 1.65504 2.38604
C: -2.51197 -3.45333 -0.32057
C: -3.84367 -3.82155 -0.55938
C: -4.14813 -4.90798 -1.36621
C: -3.15992 -5.67470 -1.95576
C: -1.83333 -5.38822 -1.66025
C: -1.53708 -4.33304 -0.82507
N: -0.21389 -4.04215 -0.32302
C: 0.87335 -4.37761 -1.22607
C: 1.34419 -5.66701 -1.37110
C: 2.33002 -5.94324 -2.30599
C: 2.81853 -4.90490 -3.08126
C: 2.37762 -3.60257 -2.91112
C: 1.40664 -3.29425 -1.94879
C: -0.00937 -4.58927 1.01543
C: -0.43495 -5.84933 1.38051
C: -0.07726 -6.35766 2.62327
C: 0.70862 -5.58713 3.46438
C: 1.10133 -4.30472 3.11407
C: 0.71900 -3.76155 1.88185
N: 0.99408 -2.49994 1.41243
C: 1.93113 -1.65485 2.12240
P: 1.28504 -0.19402 3.10040
C: -0.01227 -0.73606 4.33607
C: -0.82471 0.52352 4.66176
C: -0.96991 -1.82682 3.87376
C: 2.73975 -0.00972 4.25707
C: 4.05737 0.22487 3.52409
C: 2.51333 1.11536 5.26520
C: 1.58578 1.37729 -4.00210
C: 2.84607 0.76227 -4.60481
C: 1.92453 2.52320 -3.05407
H: -1.10581 -0.72921 -6.48437
H: 0.19300 0.44391 -6.28704
H: -1.33440 0.66067 -5.42449
H: 0.77932 -1.49226 -4.93066
H: -2.11559 -1.37098 -3.96508
H: -0.91735 -2.45386 -3.25373
H: -1.36573 -2.62198 -4.95298
H: 2.10128 -0.26235 -1.45014
H: 2.40164 -1.21190 -2.84962
H: -3.09587 -1.31529 1.87460
H: -4.01261 -1.64501 0.42999
H: -2.11490 -0.14159 -2.02002
H: -4.09132 2.16837 -1.93631
H: -3.06097 1.67435 -3.27973
H: -2.32787 2.32514 -1.81766
H: -5.16582 -0.30649 -1.75951
H: -4.03767 -1.65179 -1.93017
H: -4.25659 -0.50587 -3.24506
H: -4.11136 2.26836 0.37484
H: -5.57708 -0.21923 1.40388
H: -5.85391 0.55161 -0.15997
H: -6.24647 1.40370 1.32820
H: -3.72472 0.75114 2.99878
H: -4.52643 2.30772 2.82331
H: -2.80172 2.15649 2.46498
H: -4.67033 -3.27388 -0.13223
H: -5.19036 -5.14586 -1.53887
H: -3.40850 -6.49859 -2.60975
H: -1.03751 -5.99507 -2.06877
H: 0.94326 -6.45238 -0.74462
H: 2.70512 -6.94978 -2.42728
H: 3.57709 -5.10048 -3.82865
H: 2.81474 -2.83941 -3.53762
H: -1.03966 -6.42888 0.69437
H: -0.40150 -7.34462 2.92286
H: 1.00970 -5.97900 4.42781
H: 1.66975 -3.71762 3.82229
H: 2.60151 -1.17141 1.40186
H: 2.56187 -2.28637 2.75198
H: 0.49750 -1.07429 5.24601
H: -1.42895 0.79917 3.79478
H: -0.20361 1.38332 4.90820
H: -1.50200 0.33537 5.49903
H: -1.32094 -1.64758 2.85628
H: -1.84468 -1.84755 4.53011
H: -0.52285 -2.81622 3.88996
H: 2.80413 -0.96060 4.80400
H: 4.04598 1.17884 2.99773
H: 4.28142 -0.54159 2.78411
H: 4.87375 0.24196 4.25026
H: 2.32968 2.06027 4.74713
H: 3.40675 1.24264 5.88081
H: 1.67789 0.91835 5.93586
H: 0.97900 1.79150 -4.81326
H: 3.52752 0.42372 -3.82189
H: 3.38589 1.50462 -5.19711
H: 2.62263 -0.08460 -5.25831
H: 2.53417 2.17839 -2.21310
H: 1.01977 2.98788 -2.65832
H: 2.49653 3.29094 -3.58247
S: 3.58036 1.40696 0.15391
C: 3.45227 2.90089 1.05031
C: 4.58093 3.74170 1.14986
C: 4.51177 4.90779 1.87594
C: 3.31636 5.25517 2.50612
C: 2.25008 4.39379 2.34675
N: 2.30286 3.25909 1.65092
H: 5.49210 3.44039 0.65251
H: 5.38172 5.54865 1.95673
H: 3.21472 6.16629 3.07864
H: 1.28727 4.62453 2.79771
N: 0.03526 9.55903 0.08152
C: 1.01923 8.64788 0.31190
O: 2.07828 8.94176 0.82554
C: 0.71064 7.23662 -0.10563
C: 1.76829 6.40092 -0.43417
C: 1.49192 5.09360 -0.80032
N: 0.25993 4.58953 -0.83752
C: -0.74745 5.39302 -0.51346
C: -0.57897 6.71934 -0.14535
H: 0.24415 10.52209 0.28238
H: -0.73380 9.34926 -0.52765
H: 2.78444 6.76504 -0.38458
H: 2.29672 4.41260 -1.05621
H: -1.74071 4.95515 -0.53776
H: -1.43963 7.31159 0.13623

Atoms 1-6, force components in eV/Å:
-0.3 0.7 -0.5
0.0 0.0 0.0
0.3 -0.2 0.0
-0.1 -0.1 0.0
-0.4 0.3 -0.1
0.3 -0.2 0.2

Results of the Löwdin charge analysis, in e, for atoms 1 through 2: number 1, Cs, carries 0.69; number 2, C, carries -0.13